# 1
Formula: C9H21I2O3P2Tc
Source: OMol25
Level of theory: ωB97M-V with the def2-TZVPD basis set

Structure (XYZ):
```
38
Properties=species:S:1:pos:R:3:forces:R:3:lowdin_spin:R:1
I 2.61563 0.39411 -2.28286 -0.2 -1.8 -0.2 0.1303
I 1.85191 -2.42870 -1.79898 0.6 1.8 0.0 0.0903
Tc -0.20643 0.01471 0.10839 0.8 -1.4 0.2 1.6307
P -0.85745 -0.31552 -2.06746 -3.2 -0.1 -2.8 0.0063
C -2.12763 0.98374 -2.38634 0.6 0.3 0.6 -0.0037
C -0.27754 -0.59281 -3.77600 1.2 0.0 -0.1 0.0084
H -1.15415 -0.74351 -4.42554 0.1 0.2 0.5 -0.0002
H -2.60705 -1.79780 -2.81277 0.1 0.1 0.1 -0.0004
H 0.34900 -1.49270 -3.81688 -0.3 0.4 -0.2 0.0010
H -1.37797 -2.66750 -1.83161 -0.3 -0.1 0.0 -0.0001
H -1.62019 1.93226 -2.59386 -0.2 0.0 -0.1 0.0002
H 0.30490 0.26699 -4.11717 -0.2 -0.2 -0.2 0.0006
C -1.98433 -1.76092 -1.91256 0.7 -0.1 0.9 0.0041
H -2.72720 0.68285 -3.25341 0.2 0.0 0.2 -0.0018
H -2.61426 -1.64498 -1.02437 -0.1 -0.2 -0.2 0.0005
H -2.77743 1.10367 -1.51124 0.0 0.0 -0.2 0.0003
P 1.96474 -0.15093 0.92398 2.8 0.0 3.0 0.0400
C 2.32534 1.38989 1.85064 -0.4 0.4 -0.6 0.0029
C 1.59420 -1.24745 2.36617 -1.0 0.0 -0.9 -0.0008
H 3.74538 -1.66928 0.19561 0.2 0.3 0.3 0.0006
H 4.17458 -0.74806 1.68154 -0.4 0.1 -0.3 0.0013
H 4.24342 0.04656 0.06808 -0.1 -0.3 0.3 0.0011
C 3.70698 -0.68789 0.68482 0.3 -0.2 -1.2 0.0182
H 1.16782 -2.17634 1.98289 0.0 -0.2 0.4 -0.0004
H 2.53405 -1.45467 2.88133 -0.2 0.1 0.0 -0.0010
H 3.28095 1.26366 2.37645 -0.3 0.0 -0.1 -0.0016
H 1.51577 1.58527 2.56062 0.3 0.1 -0.1 0.0007
H 0.89236 -0.73778 3.02595 0.0 -0.2 0.2 0.0009
H 2.40069 2.22012 1.13872 0.2 0.0 0.3 -0.0001
C -0.00005 1.87979 -0.21348 0.8 6.1 -1.2 0.0248
O 0.11774 3.03190 -0.39838 -0.6 -5.2 0.8 0.0646
C -3.22160 0.87274 2.92304 0.4 0.6 0.7 0.0632
C -1.86221 0.71481 2.27755 -2.5 -1.0 -0.7 0.0672
O -0.82484 1.20658 2.74344 0.0 -0.1 -0.6 0.6401
O -1.87900 0.00670 1.15521 0.4 0.8 1.3 0.1965
H -3.36509 1.90182 3.26880 0.1 -0.1 0.1 -0.0005
H -3.29214 0.20415 3.78807 0.2 0.1 0.0 0.0010
H -4.00888 0.61453 2.22162 0.2 -0.1 -0.4 0.0147
```
Forces are in eV/Å.

## Properties
Orbital gap (alpha / beta), eV: 6.72 / 4.32
E_HOMO (alpha / beta), eV: -19.55 / -19.75
Energy above the lowest of the compared OMol25 structures with the same formula, charge and spin, kcal per mole: 0.00
Total charge: +3
<S²>: 3.792
Molar mass, g/mol: 591.02
2S+1: 4

# 2
Formula: C10H40N20O14STl
Source: OMol25
Level of theory: ωB97M-V with the def2-TZVPD basis set

Structure (XYZ):
```
86
Properties=species:S:1:pos:R:3:forces:R:3:lowdin_charge:R:1
Tl 3.08180 2.49858 0.75224 -0.6 -0.1 -0.1 1.0762
S 0.83576 -0.83882 0.28653 3.9 -0.7 2.1 0.4861
O 1.82919 -1.37666 -0.71974 -2.8 0.1 1.5 -0.3771
O 1.83013 -1.13724 1.82045 -1.9 0.7 -3.0 -0.5181
O 0.79348 0.61436 0.15700 -0.2 0.4 0.3 -0.4426
O -0.51820 -1.38668 0.56093 2.1 -0.1 -0.9 -0.3960
C -1.80885 -4.89798 -1.26099 -2.5 2.9 2.6 -0.6899
O -0.75564 -5.39488 -1.12218 3.6 -1.7 -0.4 0.0639
N -2.95767 -5.59519 -1.46488 1.6 -1.0 -0.5 0.1547
N -2.06083 -3.52754 -0.87635 -1.3 -2.0 -1.4 0.1287
H -2.79780 -6.58265 -1.66819 -0.8 0.7 -0.1 0.1224
H -3.76875 -5.05707 -1.55583 -1.6 -0.1 -0.5 0.0639
H -3.09173 -3.47299 -0.78843 1.2 1.1 0.6 0.0579
H -1.41810 -3.14902 -0.18509 -0.3 0.1 -0.3 0.0397
C -0.09507 3.99052 0.96269 -1.0 -0.4 -0.6 -0.6818
O 0.97947 3.68623 1.44634 2.4 -2.1 1.8 -0.1872
N -0.13115 5.23723 0.55471 -0.2 1.3 -0.8 0.2019
N -1.15793 3.13889 0.87591 1.6 -0.6 1.9 0.2118
H 0.81756 5.61147 0.54135 -0.9 0.5 -0.2 0.1269
H -0.96204 5.69143 0.24901 -0.1 0.4 -0.3 0.1147
H -0.84277 2.19646 1.13532 -0.4 0.3 -0.2 0.0936
H -1.62767 3.10054 0.02878 -1.2 0.2 -1.7 0.0832
C 0.69755 1.48638 -4.01896 -0.4 1.2 -0.3 -0.6722
O -0.28945 2.12867 -3.62534 0.8 -1.0 0.6 -0.0152
N 1.49546 0.66466 -3.32595 1.0 -1.3 0.4 0.1872
N 1.10339 1.78817 -5.33190 1.1 -0.5 1.3 0.1476
H 1.35484 0.31586 -2.37912 -0.6 0.6 -0.2 0.0788
H 2.27875 0.16735 -3.78559 -0.5 0.8 -0.1 0.0592
H 1.70471 1.18588 -5.86228 0.2 -0.4 0.1 0.0770
H 0.27486 2.02657 -5.77618 -1.4 0.8 -1.4 0.0669
C -0.17910 -1.05297 3.01381 1.9 -2.8 -2.0 -0.0694
O -0.51530 -0.55558 3.93783 -1.1 2.5 2.6 0.1652
N 0.64811 -3.96527 3.08459 -0.1 4.8 3.9 0.1746
N 0.73910 -2.93628 3.70440 -0.6 -4.1 -3.6 0.2154
H -6.48779 -3.40701 8.63156 -0.1 0.1 -0.1 -0.0157
H 0.67504 -4.69512 3.85929 0.4 -0.3 -0.9 0.1675
H 3.44764 -1.18219 0.81051 -0.1 0.4 -0.6 0.1266
H -10.26728 1.63106 6.83025 0.1 -0.1 0.0 0.0162
C 1.50830 1.48604 4.93004 -5.4 3.5 2.8 -0.6220
O 2.45182 0.96709 4.49487 3.4 -2.0 -1.6 0.0671
N 0.79000 2.59606 4.35763 0.6 -2.0 2.2 0.1602
N 0.91272 1.16505 6.22740 0.7 0.6 -1.9 0.1236
H 0.85801 2.91541 3.41101 0.2 -0.2 -0.5 0.0422
H -0.08796 2.70553 4.84629 0.0 0.4 -0.6 0.0843
H 1.23045 0.41137 6.79176 0.6 -0.4 -0.1 0.0738
H 0.14503 1.66139 6.64429 0.0 0.2 -0.4 0.0781
C -6.42208 -1.98589 -0.76861 -1.2 1.0 -2.0 -0.6600
O -5.50670 -2.76677 -0.85934 1.0 -0.8 0.7 0.0143
N -7.53583 -2.21085 0.01255 0.5 -0.6 0.5 0.1495
N -6.49700 -0.94240 -1.70487 -1.3 0.8 1.1 0.1362
H -8.25064 -1.55367 0.27120 0.2 0.3 -0.3 0.0954
H -7.50790 -3.06131 0.57918 0.2 0.7 -0.4 0.1134
H -5.74357 -0.71966 -2.32133 0.6 -0.5 0.2 0.0890
H -7.16421 -0.17048 -1.65396 0.2 -0.8 0.3 0.0974
C -3.48478 -0.47510 2.18942 -0.6 5.1 -1.6 -0.6758
O -4.15422 0.15886 3.00125 0.5 -1.1 -0.1 0.0199
N -2.87802 -1.59265 2.40096 0.8 -3.2 3.7 0.1691
N -3.20045 0.20973 0.89449 -1.9 -2.8 1.3 0.1249
H -2.46755 -2.26061 1.79773 0.3 0.1 -1.1 0.0771
H -2.89895 -1.86671 3.40669 -0.2 0.1 -1.4 0.1437
H -4.16990 0.55295 0.83821 0.6 0.6 -0.9 0.0791
H -3.16016 -0.60162 0.23964 0.3 1.1 -0.1 0.0741
C 2.94526 4.67156 -2.07069 -0.5 -1.5 0.5 -0.6515
O 2.83931 4.47498 -0.83315 0.1 0.7 -0.4 -0.2024
N 2.20805 3.93271 -2.92235 -1.0 0.1 1.4 0.2035
N 3.81139 5.53192 -2.59799 0.5 0.8 -1.0 0.1815
H 1.35883 3.54180 -2.53923 0.1 -0.3 0.0 0.0973
H 2.34572 3.74410 -3.87601 0.4 0.2 -1.3 0.0862
H 3.74424 5.78019 -3.59213 0.2 -0.1 1.0 0.1337
H 4.41369 6.04081 -1.97162 -0.1 0.0 -0.2 0.1195
C 3.24163 -1.62935 -5.25809 -1.9 -2.0 0.2 -0.6095
O 3.52738 -0.49363 -4.92637 0.2 0.1 -0.4 0.0097
N 4.07188 -2.53882 -5.84908 -0.2 0.6 0.3 0.1588
N 1.93004 -2.17805 -5.06242 1.0 0.6 -0.1 0.1364
H 3.69720 -3.45690 -5.98455 0.3 -0.1 -0.3 0.0951
H 4.97198 -2.28118 -6.21906 -0.2 0.0 0.2 0.1123
H 1.27005 -1.59974 -4.55263 0.4 -0.2 0.0 0.0784
H 1.73310 -3.18377 -5.03413 0.4 0.9 -0.1 0.1034
C 5.02914 -0.42998 1.40697 3.1 1.0 3.8 -0.6437
O 4.37380 -0.87096 0.47708 -3.4 -1.7 -2.8 0.1686
N 6.31694 -0.14112 1.15627 -0.6 -0.5 -2.1 0.2320
N 4.56340 -0.37143 2.63227 -3.2 -0.5 0.6 0.2226
H 6.91504 0.37798 1.70109 0.9 1.1 2.2 0.0935
H 6.52216 0.08718 0.20584 -0.1 -0.5 -0.8 0.1271
H 5.05504 -0.02249 3.42852 0.3 0.2 0.0 0.1266
H 3.49462 -0.55680 2.75842 1.9 0.4 -0.4 0.1238
```
Forces are in eV/Å.

## Properties
Orbital gap, eV: 2.21
E_HOMO, eV: -8.66
Total charge: +1
Molar mass, g/mol: 901.01
2S+1: 1

# 3
Formula: C5H6F2
Source: OMol25
Level of theory: ωB97M-V with the def2-TZVPD basis set

Structure (XYZ):
```
13
Properties=species:S:1:pos:R:3:forces:R:3:lowdin_charge:R:1
C -0.66119 -1.58352 0.12122 -2.3 -0.1 2.3 -0.0677
C -0.07602 -0.29415 -0.27367 -1.4 -0.5 1.4 -0.3430
C 0.73763 -0.23918 -1.27347 0.8 -0.9 -2.1 -0.1308
C -0.43636 0.86738 0.49532 -1.3 1.9 0.5 -0.0652
C 0.44334 1.77753 0.89040 0.7 -0.8 -0.1 -0.1059
H -0.19850 -2.38395 -0.40618 0.4 -0.9 0.1 0.0619
H -0.65201 -1.62931 1.25978 0.6 -0.6 -1.3 0.1054
H -1.79037 -1.68341 -0.02057 1.3 0.5 -0.4 0.1051
H 1.06177 -1.12906 -1.83833 -0.1 0.7 0.2 0.1386
H -1.51384 1.12011 0.74273 1.3 -0.5 -0.5 0.1408
H 0.18594 2.73070 1.31952 0.3 0.1 0.3 0.1092
F 1.10780 0.91984 -1.80163 0.8 0.5 -0.3 0.0494
F 1.79181 1.52704 0.78489 -1.1 0.7 0.0 0.0021
```
Forces are in eV/Å.

## Properties
Orbital gap, eV: 9.98
Structure (SMILES): CC(/C=C\F)=C/F
E_HOMO, eV: -8.97
Energy above the lowest of the compared OMol25 structures with the same formula, charge and spin, kcal per mole: 11.44
Total charge: 0
Molar mass, g/mol: 104.10
2S+1: 1

Computed DFT total energy (eV) in order:
-52760.9168; -85000.9764; -10715.3959